{
  "formula": "C19H99BrClF5NO37S",
  "method": "wB97M-V/def2-TZVPD",
  "symbols": ["C", "C", "C", "O", "C", "C", "Cl", "C", "O", "C", "C", "C", "S", "O", "O", "C", "F", "F", "F", "N", "F", "C", "C", "C", "F", "C", "Br", "C", "C", "C", "C", "C", "H", "H", "H", "H", "H", "H", "H", "H", "H", "H", "H", "H", "H", "H", "H", "H", "H", "H", "H", "H", "H", "H", "H", "H", "H", "H", "H", "H", "H", "H", "H", "H", "H", "O", "H", "H", "O", "H", "H", "O", "H", "H", "O", "H", "H", "O", "H", "H", "O", "H", "H", "O", "H", "H", "O", "H", "H", "O", "H", "H", "O", "H", "H", "O", "H", "H", "O", "H", "H", "O", "H", "H", "O", "H", "H", "O", "H", "H", "O", "H", "H", "O", "H", "H", "O", "H", "H", "O", "H", "H", "O", "H", "H", "O", "H", "H", "O", "H", "H", "O", "H", "H", "O", "H", "H", "O", "H", "H", "O", "H", "H", "O", "H", "H", "O", "H", "H", "O", "H", "H", "O", "H", "H", "O", "H", "H", "O", "H", "H", "O", "H", "H"],
  "positions_angstrom": [[5.0973, -0.8040, -0.9781], [3.6699, -1.3315, -0.8866], [3.2072, -1.2455, 0.5534], [1.8968, -1.7333, 0.8780], [0.7273, -1.3191, 0.3255], [0.4220, -1.3853, -1.1830], [0.8212, -3.0006, -1.7553], [-1.1127, -0.9815, -1.1744], [-1.2480, -0.1296, -2.2117], [-2.5473, 0.3443, -2.6633], [-2.3439, 1.6841, -3.3285], [-3.6678, 2.3051, -3.7389], [-2.2382, -2.4487, -1.4068], [-3.6009, -2.0590, -1.2867], [-1.7840, -3.4934, -0.5478], [-2.0695, -3.0123, -3.2282], [-3.2627, -2.8745, -3.7585], [-1.7364, -4.2886, -3.1859], [-1.1811, -2.3223, -3.9185], [-1.3259, -0.2567, 0.2048], [-1.9107, 0.9679, -0.0629], [-2.2414, -0.8656, 1.2432], [-3.7018, -0.4372, 1.1252], [-4.0458, 0.7139, 2.0607], [-4.6335, 0.2040, 3.2066], [0.1266, 0.0660, 0.6572], [0.3790, 0.3539, 2.5534], [0.6170, 1.3045, -0.0670], [2.1228, 1.5003, -0.1072], [2.4670, 2.9411, -0.5077], [2.3937, 3.8326, 0.7436], [1.6744, 3.4868, -1.6925], [5.5860, -1.2689, -1.8270], [5.6660, -1.0817, -0.0958], [5.1310, 0.2683, -1.1354], [3.0318, -0.8223, -1.6065], [3.6732, -2.3779, -1.1816], [3.3938, -0.2500, 0.9457], [3.8765, -1.8887, 1.1109], [0.0024, -2.0422, 0.7102], [0.9098, -0.6490, -1.8045], [-3.2602, 0.4363, -1.8498], [-2.9742, -0.3513, -3.3821], [-1.6865, 1.5227, -4.1788], [-1.7840, 2.3071, -2.6341], [-4.3660, 1.5679, -4.1202], [-3.4785, 3.0585, -4.4944], [-4.1117, 2.8411, -2.9082], [-2.1265, -1.9413, 1.2454], [-1.8851, -0.5292, 2.2046], [-4.2689, -1.3038, 1.4542], [-4.0166, -0.2621, 0.1061], [-4.7197, 1.4250, 1.6001], [-3.1419, 1.2277, 2.3818], [0.2082, 2.1532, 0.4755], [0.2230, 1.3865, -1.0734], [2.5982, 0.8132, -0.8009], [2.5387, 1.3829, 0.8867], [3.5051, 2.8982, -0.8256], [1.8994, 3.3025, 1.5520], [1.8808, 4.7606, 0.5374], [3.3895, 4.1198, 1.0484], [0.7616, 3.9697, -1.3467], [1.3704, 2.7156, -2.3992], [2.2363, 4.2356, -2.2376], [-1.4745, -6.7223, -1.4780], [-2.1445, -6.8046, -2.1709], [-1.3662, -5.7728, -1.3697], [-4.1927, 3.9207, 2.4691], [-5.1329, 3.7073, 2.4457], [-3.9631, 3.8937, 3.4061], [4.9079, -3.1720, 2.5959], [5.1176, -3.5695, 3.4500], [4.1932, -3.7355, 2.2657], [1.7168, -6.3896, -1.5657], [1.4158, -5.5580, -1.1906], [0.9232, -6.7991, -1.9388], [-0.9648, -9.7168, -0.6617], [-0.4694, -9.7495, 0.1644], [-1.1320, -8.7692, -0.7514], [7.2977, -1.1444, 2.6140], [8.0385, -1.6216, 2.2279], [6.5927, -1.8016, 2.6777], [4.5556, -2.1817, 5.3645], [4.9849, -1.6025, 4.7249], [3.8643, -1.6406, 5.7570], [4.5096, -7.5000, -1.2380], [3.8058, -6.9279, -1.5651], [4.6122, -8.1577, -1.9340], [3.4312, 2.0208, 3.3770], [4.1959, 1.4522, 3.5609], [2.7412, 1.3707, 3.2151], [2.7804, 5.1026, 3.6764], [3.1029, 4.2165, 3.8938], [1.9981, 5.2229, 4.2240], [-0.6841, -3.0809, -7.2712], [-1.6313, -3.2363, -7.3481], [-0.4840, -3.2218, -6.3393], [2.4656, -4.4116, 3.3499], [2.0798, -3.6586, 3.8063], [1.7267, -4.8372, 2.8895], [6.0787, 1.2004, 2.8434], [6.9293, 0.7534, 2.9354], [6.2656, 2.1237, 3.0481], [-4.2531, -6.1577, -2.3126], [-4.4855, -5.3610, -1.8255], [-5.0399, -6.3705, -2.8252], [1.7393, -8.6862, 0.4630], [1.9900, -9.4707, -0.0368], [1.8253, -7.9753, -0.1854], [0.7764, -0.1315, -7.1391], [1.6291, -0.5228, -6.9225], [0.2081, -0.8895, -7.3243], [-1.1628, 2.2536, -6.5581], [-0.4454, 1.7519, -6.9703], [-1.8824, 1.6185, -6.5009], [5.6877, 6.1859, 4.3277], [4.7605, 6.0019, 4.1279], [5.8004, 5.9046, 5.2424], [-6.6546, 3.1218, 0.9768], [-6.2577, 2.7605, 0.1755], [-7.6057, 2.9782, 0.8671], [-1.3216, -4.4476, 2.0701], [-1.5418, -4.5760, 1.1407], [-1.4997, -5.2924, 2.4978], [-8.0385, 5.4086, 2.5398], [-7.3978, 4.8746, 2.0514], [-8.7474, 4.7899, 2.7473], [-3.9135, -3.6551, 3.4658], [-3.1267, -3.6050, 2.9081], [-4.1908, -4.5742, 3.4048], [-5.2493, 3.8392, -1.6308], [-4.6965, 3.9200, -0.8467], [-5.6696, 4.7126, -1.7072], [-9.3750, 3.9867, 0.5631], [-10.0274, 3.6488, -0.0585], [-9.4629, 4.9463, 0.5338], [-7.0147, 6.0015, -2.2789], [-7.6320, 5.7244, -2.9626], [-7.0650, 6.9625, -2.2641], [1.3059, -6.7781, 2.5211], [2.2416, -6.9998, 2.4535], [0.8946, -7.6217, 2.7313], [-3.4623, 6.1361, 0.2682], [-3.7857, 5.4698, 0.8911], [-3.2298, 5.6565, -0.5322], [3.0519, 6.7134, 1.0837], [3.4869, 6.5830, 1.9323], [2.6471, 7.5842, 1.1349], [5.6351, 8.8947, 5.8330], [6.5216, 9.1332, 5.5423], [5.4297, 8.0978, 5.3271], [-5.4609, 4.8260, 4.9906], [-6.1689, 4.4877, 4.4310], [-5.5939, 5.7796, 4.9573], [5.3314, 11.3576, 3.4675], [5.4363, 10.8425, 4.2758], [4.6752, 10.8724, 2.9599], [2.1106, -2.8135, -5.8322], [2.0643, -3.5689, -5.2367], [1.8187, -3.1649, -6.6827], [5.2521, -7.4575, -4.1119], [5.9889, -7.1723, -3.5608], [5.4260, -7.0759, -4.9774]],
  "atomic_forces_ev_per_a": [[-0.1041, -0.2214, -0.3289], [-0.0422, -0.4965, -0.0578], [0.6738, 0.1190, -0.1347], [0.2019, -0.0238, -0.1387], [-0.3459, 0.0584, -0.5457], [-0.4264, -0.3074, 1.1544], [0.1464, 0.0320, -0.5227], [1.1111, -0.1332, -2.0262], [-0.2969, -0.0265, 0.2986], [-0.7022, 0.6111, -0.2773], [0.4783, -0.5693, 0.0180], [0.4979, 0.3522, 0.2055], [-0.5877, -0.2348, 0.8020], [-0.3608, 0.4293, -0.2939], [0.3762, -0.5386, -0.0316], [0.2977, 0.0704, 0.2085], [-0.0692, -0.0174, -0.1443], [0.0290, 0.0510, -0.1405], [-0.0577, -0.0288, -0.0707], [-0.3184, 0.8691, 0.8778], [0.0230, 0.0545, -0.1435], [-0.5051, -0.3711, 0.3123], [-0.0119, -0.2233, 0.1780], [0.2543, -0.1749, -0.0568], [-0.0731, 0.0300, -0.0168], [0.8745, -0.4315, 0.4308], [-0.4578, 0.0206, 0.0536], [0.0231, 0.4599, 0.1232], [-0.1347, 0.4339, -0.2773], [0.2735, 0.0108, 0.0434], [-0.0812, -0.0119, -0.7533], [-0.3889, -0.0948, 0.2001], [0.1517, 0.0231, -0.1777], [0.1096, 0.1474, 0.1865], [0.0474, 0.2190, 0.2269], [-0.0458, 0.0826, -0.0205], [-0.0775, -0.1996, -0.0294], [-0.2908, 0.0083, 0.1003], [-0.1501, -0.1558, 0.2342], [0.0162, -0.1628, 0.4057], [0.1476, 0.0259, -0.1558], [0.1046, -0.1213, 0.2441], [0.1505, -0.2885, -0.0373], [0.1025, 0.1087, -0.1950], [-0.0384, 0.3150, 0.0718], [-0.1517, -0.1172, -0.1600], [-0.0640, 0.0186, -0.3219], [-0.2115, -0.2516, -0.0483], [0.2472, -0.2107, -0.3664], [0.2695, 0.1049, 0.0910], [-0.2144, -0.1027, 0.0752], [0.0189, 0.1327, -0.1215], [-0.1963, 0.0997, 0.0574], [0.0063, 0.2982, -0.0412], [-0.1899, 0.1616, 0.0134], [-0.1386, -0.2482, -0.1764], [-0.1026, -0.0405, 0.0760], [0.1144, -0.2113, 0.0230], [0.2199, -0.0178, -0.0180], [-0.0436, 0.1378, 0.2659], [-0.1976, 0.1478, 0.0878], [0.1424, -0.0800, 0.3412], [-0.1738, 0.0672, 0.0142], [0.1538, -0.1330, -0.2068], [0.1207, 0.1270, -0.0383], [0.3193, 0.0030, -0.1873], [-0.1845, -0.0441, 0.1851], [-0.0759, 0.0229, 0.1228], [0.1506, -0.1744, -0.2425], [-0.0528, -0.0251, -0.1661], [-0.1042, 0.3013, 0.0365], [0.4721, -0.0311, -0.1292], [-0.2158, 0.0054, 0.0650], [-0.0966, 0.0718, 0.2854], [-0.0565, -0.0631, -0.2032], [-0.0150, -0.0174, 0.2228], [-0.0594, 0.0103, 0.0646], [-0.0642, 0.2404, 0.1431], [0.1249, -0.0991, -0.0604], [-0.0477, -0.0299, -0.1426], [0.1781, -0.2577, 0.0012], [0.0400, 0.0162, 0.0489], [-0.1501, -0.0296, -0.1827], [-0.0072, 0.0667, -0.0541], [-0.0225, 0.0283, 0.0239], [0.0362, -0.0249, 0.1014], [0.0555, -0.0207, 0.0362], [-0.0684, -0.0496, -0.0169], [-0.0112, 0.0326, -0.0328], [-0.0369, -0.3227, 0.2667], [0.3524, 0.2541, -0.1876], [-0.2222, 0.1693, -0.0334], [0.2906, 0.0041, 0.2705], [-0.0875, -0.1637, -0.2093], [0.0191, 0.0855, -0.0159], [0.0313, 0.1245, 0.1735], [0.0214, -0.0297, -0.1365], [0.0306, 0.0561, 0.0035], [-0.1081, 0.1267, -0.3190], [0.1137, 0.0450, 0.0252], [0.0319, -0.1890, 0.2491], [-0.0881, 0.5518, 0.2548], [-0.1297, -0.4541, -0.1046], [-0.0583, 0.0466, -0.1069], [0.0710, 0.1673, -0.1253], [-0.0820, -0.0640, 0.0915], [0.0156, -0.0757, -0.0063], [-0.0825, -0.2764, -0.0765], [0.0768, -0.0309, 0.0795], [0.0666, 0.1985, 0.1127], [-0.1567, -0.0290, -0.0116], [0.0073, 0.0605, 0.0848], [0.0121, -0.0710, -0.0426], [0.0106, -0.1084, 0.0306], [0.0812, -0.0234, 0.0916], [-0.0509, 0.0409, -0.1076], [-0.0926, 0.1726, 0.1405], [-0.1607, -0.1374, 0.0062], [0.0424, -0.0939, -0.0300], [0.1077, -0.3345, 0.2872], [-0.0887, 0.3028, -0.1641], [-0.0704, 0.2514, -0.0652], [-0.2224, 0.2483, -0.0234], [0.0725, -0.1318, 0.0541], [0.2009, -0.0360, 0.0190], [0.2003, -0.0577, 0.2055], [-0.0480, 0.0772, -0.1514], [-0.0008, 0.0193, 0.0083], [-0.0126, 0.1729, -0.2035], [0.1382, -0.2236, 0.1351], [-0.0651, 0.0151, 0.0504], [0.0219, 0.1019, 0.4631], [0.0094, 0.1040, 0.0602], [-0.2546, -0.0028, -0.1058], [-0.2311, -0.2239, -0.1570], [-0.0419, -0.0059, 0.0328], [0.1867, 0.0200, 0.0606], [-0.0384, -0.0177, 0.0195], [0.0258, -0.0088, -0.0236], [0.0794, 0.0066, 0.0433], [-0.0563, 0.1245, 0.1366], [-0.0142, -0.0514, -0.0969], [-0.0300, -0.0321, -0.1734], [-0.1524, -0.1520, -0.0391], [0.1141, 0.0163, 0.1855], [0.0780, 0.0657, -0.0104], [0.0427, 0.2956, -0.1350], [-0.1440, -0.0793, 0.0651], [0.0673, 0.0395, 0.0158], [-0.0363, 0.1436, -0.1006], [0.0475, -0.0838, 0.0724], [0.1129, -0.0114, -0.1481], [-0.0199, -0.0741, -0.0960], [-0.1404, 0.0785, 0.1259], [0.0609, 0.0128, 0.0315], [0.0581, -0.0441, 0.0268], [-0.1153, -0.0301, 0.0531], [-0.0036, 0.0133, -0.0094], [-0.3187, -0.0915, -0.0507], [0.1717, 0.0098, 0.0274], [0.1151, 0.0078, -0.0422], [0.0109, 0.0625, -0.0170], [-0.0361, 0.0321, 0.0289], [0.0234, -0.0773, -0.0279]],
  "mulliken_charge": [-1.38, -0.01, 0.35, -0.04, -0.65, 0.33, 0.22, -0.84, -0.43, 0.10, 0.14, -1.33, 1.11, -0.63, 0.05, 0.56, -0.19, -0.15, -0.06, 0.89, -0.41, 0.01, -0.79, -0.10, -0.42, 0.17, 0.12, -0.04, -0.27, 0.39, -1.30, -1.80, 0.43, 0.31, 0.26, 0.14, 0.44, 0.08, -0.08, -0.08, 0.59, -0.15, 0.42, 0.11, 0.10, 0.41, 0.43, 0.27, -0.80, 0.88, 0.71, 0.26, -0.04, 0.29, 0.96, -0.38, 0.00, -0.35, 0.62, 0.24, 0.52, 0.21, 0.40, 0.31, 0.47, -0.54, 0.25, 0.16, -0.46, 0.20, 0.26, -0.56, 0.29, 0.20, -0.51, 0.16, 0.29, -0.62, 0.32, 0.32, -0.60, 0.29, 0.29, -0.59, 0.29, 0.29, -0.62, 0.30, 0.31, -0.44, 0.27, 0.07, -0.55, 0.28, 0.26, -0.63, 0.29, 0.30, -0.57, 0.27, 0.31, -0.57, 0.29, 0.27, -0.56, 0.29, 0.28, -0.55, 0.28, 0.37, -0.58, 0.28, 0.31, -0.63, 0.31, 0.29, -0.72, 0.34, 0.34, -0.46, 0.21, 0.27, -0.68, 0.32, 0.31, -0.68, 0.33, 0.34, -0.65, 0.40, 0.30, -0.75, 0.18, 0.41, -0.59, 0.24, 0.34, -0.60, 0.28, 0.29, -0.57, 0.28, 0.25, -0.62, 0.31, 0.29, -0.60, 0.25, 0.30, -0.64, 0.33, 0.34, -0.64, 0.31, 0.33, -0.64, 0.35, 0.30, -0.56, 0.26, 0.31, -0.61, 0.33, 0.29],
  "charge": 1,
  "multiplicity": 1,
  "homo_ev": -12.20,
  "gap_ha": 0.3232,
  "max_force_ev_per_a": 2.31
}

{
  "formula": "C2",
  "method": "wB97M-V/def2-TZVPD",
  "symbols": ["C", "C"],
  "positions_angstrom": [[0.0000, 0.0000, 1.3855], [0.0000, 0.0000, -1.3855]],
  "atomic_forces_ev_per_a": [[0.0000, 0.0000, -3.9564], [0.0000, 0.0000, 3.9564]],
  "mulliken_charge": [0.00, 0.00],
  "multiplicity": 1,
  "homo_ev": -8.00,
  "gap_ha": 0.2001,
  "relative_energy_kj_mol": 753.8,
  "max_force_ev_per_a": 3.96
}

{
  "formula": "C2",
  "method": "wB97M-V/def2-TZVPD",
  "symbols": ["C", "C"],
  "positions_angstrom": [[0.0000, 0.0000, 1.2572], [0.0000, 0.0000, -1.2572]],
  "atomic_forces_ev_per_a": [[0.0000, 0.0000, -4.7958], [0.0000, 0.0000, 4.7958]],
  "mulliken_charge": [0.00, 0.00],
  "multiplicity": 1,
  "homo_ev": -8.27,
  "gap_ha": 0.2225,
  "relative_energy_kj_mol": 645.7,
  "max_force_ev_per_a": 4.80
}

{
  "formula": "C2",
  "method": "wB97M-V/def2-TZVPD",
  "symbols": ["C", "C"],
  "positions_angstrom": [[0.0000, 0.0000, 1.2228], [0.0000, 0.0000, -1.2228]],
  "atomic_forces_ev_per_a": [[0.0000, 0.0000, -5.0425], [0.0000, 0.0000, 5.0425]],
  "mulliken_charge": [0.00, 0.00],
  "multiplicity": 1,
  "homo_ev": -8.36,
  "gap_ha": 0.2241,
  "relative_energy_kj_mol": 613.1,
  "max_force_ev_per_a": 5.04
}

{
  "formula": "C20H10Cl4F3O4S",
  "method": "wB97M-V/def2-TZVPD",
  "symbols": ["Cl", "C", "C", "Cl", "C", "O", "C", "O", "C", "Cl", "C", "Cl", "F", "C", "F", "F", "C", "C", "C", "C", "C", "S", "C", "C", "C", "C", "C", "C", "O", "O", "C", "C", "H", "H", "H", "H", "H", "H", "H", "H", "H", "H"],
  "positions_angstrom": [[0.5615, -3.4249, 1.9682], [-0.3516, -1.9659, 1.8692], [-0.2603, -1.0855, 2.9414], [1.0970, -1.0900, 3.9635], [-1.3292, -0.1646, 3.3197], [-1.2730, 0.5605, 4.3073], [-2.5854, -0.1425, 2.4107], [-3.5457, 0.5647, 2.6900], [-2.5294, -1.0020, 1.2331], [-3.8614, -0.8892, 0.1828], [-1.4849, -1.8781, 0.9956], [-1.5447, -2.8904, -0.3926], [6.2879, 1.5509, 2.6382], [5.2721, 1.9964, 1.8380], [4.6476, 3.0075, 2.5085], [5.8604, 2.5550, 0.7284], [4.3304, 0.8870, 1.4571], [2.9724, 1.1419, 1.2962], [2.1295, 0.1180, 0.8805], [2.6131, -1.1946, 0.6431], [1.7324, -2.2190, 0.1449], [2.5544, -3.5720, -0.6730], [1.2904, -4.4819, -1.5897], [0.4856, -5.3942, -0.9164], [-0.5424, -6.0400, -1.6039], [-0.7131, -5.8192, -2.9719], [0.1317, -4.9355, -3.6504], [1.1438, -4.2674, -2.9624], [3.4240, -3.0548, -1.7003], [3.0632, -4.5048, 0.3073], [3.9996, -1.4211, 0.8770], [4.8472, -0.3849, 1.2388], [2.5735, 2.1349, 1.4872], [1.0765, 0.3291, 0.6900], [0.8023, -1.9652, -0.3520], [0.6496, -5.5758, 0.1439], [-1.2036, -6.7133, -1.0561], [-1.5082, -6.3378, -3.5092], [0.0054, -4.7600, -4.7190], [1.8197, -3.5839, -3.4727], [4.4435, -2.4094, 0.7528], [5.9115, -0.5715, 1.3523]],
  "atomic_forces_ev_per_a": [[-1.1926, 0.3375, 0.5109], [-0.1576, -0.2584, 3.3431], [0.2737, -0.7125, -1.0526], [0.0901, -0.1199, 0.1630], [-0.0332, 1.1111, 0.6781], [-0.2175, -0.8877, -1.2121], [-0.6345, 0.8212, 0.7940], [1.2532, -0.8702, -0.3564], [1.1096, -1.0156, -0.4424], [-0.3291, -0.0022, -0.3239], [-1.9111, 0.8658, -0.4589], [-0.0916, 0.0451, 0.2797], [-0.3592, 0.5171, -0.4699], [-0.4431, -0.4848, -0.1664], [0.5462, -0.3620, -0.4063], [-0.0488, 0.0082, 0.7974], [0.5200, 0.9145, 0.4586], [-0.3412, -0.4983, -0.1580], [0.1804, 0.3470, 0.0650], [-0.4818, -0.7016, -0.7573], [2.4439, -0.0131, -1.8117], [-1.4489, 1.4089, 0.1111], [-0.0591, 0.1621, 0.0730], [-0.1800, 0.0301, -0.1317], [0.1931, -0.0508, -0.0110], [0.0171, 0.1218, 0.0789], [0.0347, -0.1077, 0.1100], [-0.1747, 0.0088, 0.2477], [0.8749, -0.3177, -0.4203], [0.3755, -0.2809, 0.1670], [0.5879, 0.2289, 0.2579], [-0.5884, -0.5978, -0.1124], [0.0705, -0.1519, -0.0622], [0.2130, -0.0073, 0.0677], [0.1934, 0.0906, 0.1022], [-0.0426, 0.0646, -0.2576], [0.1706, 0.1123, -0.2424], [0.1885, 0.1613, 0.1237], [0.0102, -0.0986, 0.2547], [-0.1567, -0.0950, 0.1863], [-0.2921, 0.2671, -0.0644], [-0.1624, 0.0102, 0.0482]],
  "mulliken_charge": [-0.08, -0.03, 0.51, -0.13, 0.08, -0.60, 0.40, -0.60, 0.05, -0.17, 0.59, -0.06, -0.28, 0.91, -0.28, -0.27, 0.35, -0.84, -0.61, 0.75, -1.07, 1.33, 0.08, -0.38, -0.61, -0.40, -0.53, -0.30, -0.74, -0.69, -0.58, -1.12, 0.38, 0.42, 0.90, 0.34, 0.37, 0.36, 0.36, 0.44, 0.39, 0.36],
  "charge": -1,
  "multiplicity": 1,
  "homo_ev": -3.28,
  "gap_ha": 0.1182,
  "relative_energy_kj_mol": 252.5,
  "max_force_ev_per_a": 3.36
}